1.
96
Properties=species:S:1:pos:R:3 method="wB97M-V/def2-TZVPD" e_lumo_ev=-6.68 homo_energy_ev=-12.166 charge=+1 orbital_gap_ha=0.20165 multiplicity=1
C 4.612 -0.583 5.686
C 4.436 -0.037 7.096
I 3.574 -1.524 8.379
C 3.757 1.331 7.094
I 3.438 2.088 9.078
N 2.478 1.409 6.335
P 2.472 2.366 4.870
O 2.180 3.763 5.165
C 1.314 0.862 6.678
N 0.261 1.648 7.134
C -0.766 1.244 6.150
C -0.434 -0.265 5.863
N 0.930 -0.489 6.486
H 4.983 0.186 5.011
H 3.715 -1.076 5.325
H 5.382 -1.346 5.735
H 5.427 0.132 7.505
H 4.432 2.007 6.580
H 3.758 2.247 4.325
H 1.465 1.837 4.045
H -0.044 1.416 8.075
H -1.764 1.468 6.499
H -0.643 1.753 5.199
H -0.298 -0.439 4.803
H -1.181 -0.959 6.220
H 0.683 -0.750 7.446
C -0.526 6.130 1.116
C -0.402 5.014 2.128
O -1.542 4.124 2.085
C -1.513 3.181 1.163
O -0.647 2.981 0.361
C -2.762 2.291 1.301
F -3.866 3.013 1.482
F -2.624 1.474 2.367
F -2.925 1.527 0.225
H -1.462 6.670 1.259
H 0.303 6.827 1.223
H -0.522 5.741 0.098
H -0.388 5.421 3.136
H 0.515 4.442 1.990
C -1.080 0.521 -1.866
C -0.026 1.106 -2.778
O 0.920 0.100 -3.201
C 0.553 -0.661 -4.219
O -0.472 -0.608 -4.830
C 1.687 -1.647 -4.549
F 2.204 -2.191 -3.430
F 2.683 -1.023 -5.192
F 1.258 -2.636 -5.324
H -0.614 0.018 -1.017
H -1.723 1.307 -1.506
H -1.686 -0.214 -2.396
H 0.563 1.852 -2.249
H -0.471 1.590 -3.647
C 3.336 -4.508 -2.345
C 2.489 -4.863 -1.144
O 2.435 -6.287 -0.930
C 3.457 -6.811 -0.271
O 4.404 -6.224 0.165
C 3.235 -8.324 -0.087
F 2.800 -8.892 -1.215
F 2.317 -8.532 0.869
F 4.363 -8.921 0.278
H 2.978 -5.030 -3.233
H 3.302 -3.442 -2.525
H 4.375 -4.798 -2.191
H 1.457 -4.556 -1.303
H 2.846 -4.368 -0.241
C -8.643 2.452 1.166
C -7.702 3.495 0.603
O -8.360 4.769 0.464
C -8.420 5.509 1.561
O -7.985 5.227 2.638
C -9.107 6.851 1.245
F -10.196 6.673 0.493
F -8.259 7.646 0.576
F -9.465 7.467 2.366
H -9.541 2.380 0.554
H -8.155 1.479 1.192
H -8.953 2.711 2.178
H -7.385 3.218 -0.400
H -6.808 3.603 1.216
C 1.194 -3.067 -8.432
C 2.251 -2.477 -9.340
O 3.197 -3.479 -9.759
C 2.827 -4.235 -10.783
O 1.799 -4.169 -11.387
C 3.959 -5.220 -11.134
F 4.476 -5.778 -10.032
F 4.942 -4.573 -11.775
F 3.509 -6.189 -11.922
H 1.659 -3.569 -7.586
H 0.535 -2.283 -8.059
H 0.590 -3.803 -8.962
H 2.837 -1.729 -8.810
H 1.809 -1.995 -10.211

***

2.
70
Properties=species:S:1:pos:R:3 method="wB97M-V/def2-TZVPD" smiles=CCN[PH2](C)Cc1ccccc1.c1cc[nH]c1.c1cc[nH]c1.c1cc[nH]c1.c1cc[nH]c1 e_lumo_ev=0.35 homo_energy_ev=-8.078 charge=0 orbital_gap_ha=0.30987 multiplicity=1 e_above_lowest_kcal_mol=0.0
C -0.588 -3.970 2.243
C -0.075 -4.731 1.028
N 1.387 -4.879 1.052
P 2.255 -3.277 0.991
C 3.744 -4.067 0.241
C 3.062 -1.474 0.892
C 2.279 -0.615 -0.048
C 2.371 -0.856 -1.427
C 1.615 -0.128 -2.336
C 0.751 0.856 -1.866
C 0.647 1.109 -0.505
C 1.409 0.376 0.401
H -0.503 -2.890 2.132
H -1.628 -4.195 2.450
H 0.023 -4.244 3.099
H -0.428 -4.284 0.092
H -0.516 -5.726 1.062
H 1.630 -5.343 0.181
H 1.147 -2.736 0.276
H 2.244 -3.207 2.395
H 3.742 -3.850 -0.821
H 4.634 -3.680 0.721
H 3.716 -5.137 0.414
H 4.073 -1.560 0.506
H 3.058 -1.005 1.875
H 3.042 -1.624 -1.784
H 1.691 -0.302 -3.397
H 0.158 1.414 -2.576
H -0.029 1.861 -0.128
H 1.342 0.555 1.464
C -3.284 2.380 -0.822
C -3.162 3.797 -0.816
C -2.690 4.172 -2.045
N -2.521 3.037 -2.792
C -2.882 1.942 -2.055
H -3.625 1.756 -0.013
H -3.393 4.461 0.001
H -2.459 5.142 -2.451
H -2.182 3.013 -3.736
H -2.818 0.950 -2.467
C -3.655 7.629 3.466
C -4.651 6.618 3.373
C -4.843 6.356 2.043
N -4.004 7.170 1.330
C -3.277 7.947 2.190
H -3.263 8.070 4.367
H -5.165 6.139 4.189
H -5.500 5.664 1.545
H -3.935 7.193 0.330
H -2.555 8.656 1.821
C -0.166 -0.951 5.133
C 1.036 -1.168 4.405
C 1.940 -1.731 5.265
N 1.332 -1.862 6.483
C 0.050 -1.388 6.412
H -1.081 -0.523 4.759
H 1.213 -0.939 3.367
H 2.957 -2.050 5.115
H 1.761 -2.245 7.304
H -0.597 -1.406 7.272
C 2.199 -2.998 -7.096
C 1.994 -2.179 -8.240
C 1.144 -1.171 -7.875
N 0.827 -1.349 -6.555
C 1.466 -2.459 -6.074
H 2.814 -3.880 -7.033
H 2.423 -2.316 -9.219
H 0.739 -0.347 -8.436
H 0.217 -0.758 -6.022
H 1.344 -2.768 -5.049

***

3.
75
Properties=species:S:1:pos:R:3 method="wB97M-V/def2-TZVPD" smiles=BC[C@@H](C)OCc1ccccc1.CC#N.CC#N.CC#N.CC#N.CC#N.CC#N.CC#N.CC#N e_lumo_ev=0.35 homo_energy_ev=-9.134 charge=0 orbital_gap_ha=0.34835 multiplicity=1
B 3.544 5.337 1.514
C 3.983 3.817 1.566
C 3.129 3.010 0.545
C 2.974 1.581 1.070
O 1.902 3.721 0.430
C 0.953 3.084 -0.429
C -0.263 2.766 0.420
C -0.714 3.769 1.281
C -1.793 3.571 2.132
C -2.435 2.338 2.094
C -1.995 1.348 1.234
C -0.905 1.544 0.387
H 2.785 5.751 2.333
H 3.938 6.054 0.645
H 3.683 3.455 2.546
H 5.047 3.687 1.387
H 3.701 3.016 -0.388
H 2.017 1.123 0.823
H 3.740 0.963 0.597
H 3.127 1.496 2.139
H 0.628 3.742 -1.239
H 1.339 2.188 -0.903
H -0.198 4.717 1.311
H -2.068 4.381 2.790
H -3.262 2.183 2.774
H -2.494 0.388 1.228
H -0.570 0.751 -0.274
C 3.298 -0.850 -1.898
C 1.891 -0.504 -1.783
N 0.778 -0.239 -1.694
H 3.900 0.032 -2.115
H 3.671 -1.291 -0.974
H 3.460 -1.571 -2.698
C -6.775 1.686 2.316
C -5.896 0.530 2.327
N -5.220 -0.398 2.339
H -7.646 1.502 1.690
H -7.133 1.907 3.318
H -6.267 2.570 1.931
C 1.126 -4.456 -1.141
C 2.533 -4.781 -1.317
N 3.645 -5.026 -1.463
H 0.627 -5.183 -0.506
H 1.002 -3.472 -0.689
H 0.605 -4.448 -2.094
C -0.022 1.640 4.935
C 1.410 1.438 4.795
N 2.542 1.281 4.685
H -0.473 0.859 5.546
H -0.241 2.593 5.416
H -0.527 1.660 3.970
C 2.214 6.220 -1.857
C 2.066 5.764 -3.230
N 1.949 5.398 -4.311
H 1.250 6.300 -1.354
H 2.820 5.532 -1.271
H 2.683 7.202 -1.817
C -0.290 -6.853 -4.499
C -0.605 -6.776 -3.083
N -0.834 -6.716 -1.959
H -0.946 -6.206 -5.082
H 0.738 -6.544 -4.684
H -0.401 -7.868 -4.874
C 3.587 -8.300 -6.597
C 2.282 -8.851 -6.269
N 1.255 -9.293 -6.010
H 3.596 -7.219 -6.467
H 4.358 -8.723 -5.955
H 3.850 -8.517 -7.631
C -8.163 -2.101 3.942
C -8.512 -0.703 4.138
N -8.770 0.404 4.293
H -9.023 -2.669 3.588
H -7.364 -2.197 3.208
H -7.822 -2.548 4.874

***

4.
74
Properties=species:S:1:pos:R:3 method="wB97M-V/def2-TZVPD" e_lumo_ev="0.50 / 0.50" s2=0.75 homo_energy_ev="-7.912 / -8.135" charge=0 orbital_gap_ha="0.30914 / 0.31724" multiplicity=2
C -1.852 -5.348 -2.382
Cl -2.277 -3.781 -3.043
Cl -3.137 -6.557 -2.401
Cl -1.352 -5.090 -0.696
H -1.018 -5.746 -2.943
C 3.341 1.054 1.106
C 3.241 -0.309 0.403
C 2.146 -1.052 1.168
C 1.651 -2.335 0.505
C 1.129 -2.006 -0.885
C 2.120 -1.192 -1.744
N 2.802 -0.128 -0.978
O 3.545 0.610 -1.688
C 3.098 -2.151 -2.426
C 1.255 -0.509 -2.825
C 4.595 -1.012 0.553
H 2.476 1.668 0.851
H 4.173 1.625 0.672
H 3.563 1.000 2.167
H 2.457 -1.255 2.197
H 1.286 -0.384 1.299
H 0.912 -2.724 1.208
H 2.479 -3.050 0.435
H 0.169 -1.492 -0.761
H 0.858 -2.930 -1.404
H 3.951 -1.586 -2.807
H 3.508 -2.845 -1.689
H 2.608 -2.676 -3.241
H 0.390 -1.134 -3.045
H 0.881 0.455 -2.481
H 1.850 -0.362 -3.729
H 4.816 -1.113 1.616
H 5.389 -0.451 0.067
H 4.519 -2.025 0.152
N -2.841 0.489 5.907
C -3.372 0.919 4.720
C -2.806 0.168 3.722
C -1.930 -0.772 4.333
C -2.010 -0.564 5.688
H -3.039 0.864 6.816
H -3.995 1.795 4.679
H -3.034 0.293 2.678
H -1.323 -1.500 3.820
H -1.508 -1.124 6.459
N -0.851 1.560 -4.240
C -1.071 0.354 -4.825
C -2.423 0.111 -4.835
C -3.045 1.269 -4.300
C -2.059 2.154 -3.941
H 0.031 2.012 -4.074
H -0.269 -0.294 -5.134
H -2.929 -0.769 -5.194
H -4.089 1.501 -4.159
H -2.091 3.127 -3.482
N -0.730 4.052 1.554
C -0.195 5.303 1.784
C 0.198 5.371 3.083
C -0.129 4.132 3.690
C -0.725 3.363 2.735
H -1.133 3.782 0.677
H -0.187 6.020 0.979
H 0.675 6.245 3.496
H -0.092 3.938 4.748
H -1.230 2.414 2.835
N -1.741 0.203 -1.444
C -2.353 -0.926 -0.970
C -2.052 -1.037 0.361
C -1.322 0.119 0.745
C -1.159 0.861 -0.399
H -1.949 0.664 -2.324
H -2.884 -1.596 -1.624
H -2.363 -1.811 1.046
H -0.831 0.301 1.686
H -0.718 1.837 -0.527

***

5.
74
Properties=species:S:1:pos:R:3 method="wB97M-V/def2-TZVPD" e_lumo_ev="0.18 / -0.04" s2=6.08 homo_energy_ev="-6.298 / -7.614" charge=0 orbital_gap_ha="0.23789 / 0.27834" multiplicity=5
O -0.877 -2.785 -0.665
C 0.022 -3.182 0.047
C -0.053 -3.476 1.489
C -0.986 -2.858 2.337
H -1.400 -1.892 2.012
C -1.397 -3.516 3.500
H -2.181 -3.042 4.090
C -0.831 -4.746 3.873
H -1.170 -5.277 4.768
C 0.182 -5.307 3.085
H 0.624 -6.273 3.366
C 0.611 -4.638 1.935
H 1.407 -5.051 1.305
H 1.022 -3.507 -0.441
C 2.880 -1.800 -0.754
C 2.077 -1.279 0.431
H 3.251 -2.827 -0.603
H 3.698 -1.065 -0.915
H 2.395 -1.767 -1.729
C 2.482 -1.851 1.642
C 3.913 -1.712 1.995
H 1.921 -2.545 2.294
H 4.388 -2.491 2.594
H 3.979 -0.805 2.575
H 4.576 -1.539 1.150
Co 1.747 0.512 0.436
Cl 3.587 1.434 1.297
C 0.818 3.206 0.534
O 0.560 2.184 -0.149
N 0.455 4.443 0.217
C -0.175 4.758 -1.050
C 0.864 5.537 1.087
H 1.390 3.088 1.462
H -0.579 3.838 -1.461
H 0.544 5.207 -1.742
H -0.977 5.469 -0.861
H 1.020 5.131 2.088
H 0.066 6.281 1.137
H 1.822 5.987 0.777
H -4.842 -3.041 0.613
H -5.308 -0.474 0.839
C -3.839 -2.766 0.977
C -4.241 -0.356 1.078
N -3.452 -1.434 0.533
H -3.098 -3.480 0.596
C -2.894 -1.299 -0.698
O -2.561 -0.221 -1.198
H -3.875 0.594 0.687
H -2.768 -2.282 -1.189
H -3.849 -2.783 2.071
H -4.134 -0.406 2.165
H 1.299 0.747 -5.255
H -0.817 -0.771 -5.331
C 1.697 0.097 -4.469
C -0.283 -1.376 -4.579
N 0.607 -0.556 -3.762
H 2.336 0.650 -3.779
C 0.299 -0.275 -2.475
O 1.038 0.398 -1.723
H -1.007 -1.912 -3.946
H -0.664 -0.701 -2.117
H 2.266 -0.662 -5.012
H 0.291 -2.099 -5.171
C -1.584 0.450 4.100
C -1.968 0.880 2.819
C -1.073 0.632 1.765
C 0.241 0.217 2.034
C 0.638 -0.160 3.294
C -0.336 -0.137 4.331
H -2.306 0.606 4.901
H -2.924 1.410 2.642
H -1.419 0.858 0.748
H 1.670 -0.459 3.503
H -0.095 -0.530 5.323

***

6.
91
Properties=species:S:1:pos:R:3 method="wB97M-V/def2-TZVPD" e_lumo_ev=-2.84 homo_energy_ev=-12.026 charge=+1 orbital_gap_ha=0.33747 multiplicity=1 e_above_lowest_kcal_mol=0.0
C -3.817 -0.428 5.011
C -3.455 1.059 4.897
C -1.964 1.332 4.602
C -1.728 2.442 3.552
C -0.650 3.495 3.890
C 0.574 3.404 2.980
C 1.545 2.270 3.364
C 1.821 1.331 2.196
N 0.680 0.414 2.049
C 0.432 -0.551 2.987
C -0.743 -1.145 2.682
S -1.343 -2.427 3.783
C -2.996 -2.875 3.353
O -0.480 -3.548 3.535
O -1.372 -1.792 5.073
N -1.202 -0.540 1.525
C -2.501 -0.776 0.898
C -3.584 0.098 1.539
C -4.986 -0.326 1.089
I -6.116 1.300 0.307
C -0.307 0.391 1.129
P -0.535 1.591 -0.286
C -0.894 0.434 -1.662
O 1.013 1.981 -0.647
H -3.778 -0.782 6.042
H -3.120 -1.058 4.447
H -4.824 -0.625 4.640
H -3.710 1.538 5.845
H -4.074 1.529 4.130
H -1.523 0.393 4.250
H -1.455 1.604 5.528
H -1.482 1.985 2.586
H -2.675 2.960 3.392
H -0.329 3.375 4.929
H -1.077 4.495 3.802
H 1.108 4.356 2.992
H 0.213 3.254 1.957
H 2.501 2.687 3.685
H 1.142 1.705 4.208
H 1.960 1.906 1.292
H 2.718 0.728 2.342
H 1.076 -0.715 3.836
H -3.455 -3.074 4.323
H -3.550 -2.083 2.862
H -2.962 -3.791 2.767
H -2.725 -1.840 0.948
H -2.426 -0.522 -0.153
H -3.384 1.129 1.238
H -3.492 0.077 2.628
H -4.959 -1.097 0.322
H -5.580 -0.680 1.927
H -0.818 -0.619 -1.401
H -0.178 0.630 -2.464
H -1.890 0.668 -2.040
H 1.439 1.279 -1.163
C -0.877 -2.491 -6.982
C -0.138 -1.578 -5.995
C 0.579 -2.235 -4.813
F -0.305 -2.859 -4.004
F 1.169 -1.256 -4.084
F -0.964 -0.616 -5.530
F 0.856 -0.971 -6.703
O -2.276 -2.584 -6.818
C -2.867 -3.525 -6.027
C -3.743 -2.870 -4.948
F -2.986 -2.097 -4.136
F -4.309 -3.839 -4.198
F -1.982 -4.378 -5.480
F -3.708 -4.249 -6.795
H -0.750 -2.007 -7.948
H -0.402 -3.471 -7.045
H 1.337 -2.946 -5.146
H -4.518 -2.261 -5.415
C 7.249 1.776 -1.482
C 7.251 0.302 -1.061
C 7.310 -0.758 -2.165
F 6.209 -0.684 -2.944
F 7.341 -1.976 -1.585
F 6.200 0.049 -0.246
F 8.393 0.120 -0.340
O 5.990 2.422 -1.488
C 5.192 2.476 -2.589
C 3.825 1.842 -2.299
F 3.954 0.534 -1.980
F 3.041 1.928 -3.396
F 5.753 1.932 -3.679
F 4.939 3.775 -2.860
H 7.807 2.285 -0.698
H 7.792 1.927 -2.415
H 8.204 -0.630 -2.780
H 3.346 2.364 -1.468

***

Number 1: DFT total energy -4439.89018 Eh. Number 2: DFT total energy -1628.54502 Eh. Number 3: DFT total energy -1552.12670 Eh. Number 4: DFT total energy -2743.60396 Eh. Number 5: DFT total energy -3322.12079 Eh. Number 6: DFT total energy -4134.66264 Eh.